206
Properties=species:S:1:pos:R:3:forces:R:3:mulliken_spin:R:1 method="wB97M-V/def2-TZVPD" multiplicity=2 s2=0.756 charge=+1 largest_force_ev_per_a=3.1 orbital_gap_ev="8.74 / 2.58"
C -3.478718 1.357224 2.542489 -0.7721 1.2835 -0.4327 0.00
C -3.356316 -0.121044 2.827392 -0.6564 -0.1748 -0.2123 0.00
C -4.731414 -0.852861 2.877442 0.6075 -0.0231 0.6639 0.00
C -4.670630 -2.369088 3.231678 0.1372 0.2713 -0.4998 0.00
C -4.018940 -2.733886 4.566952 -0.0241 -0.1521 0.4402 0.00
C -4.663096 -2.260587 5.870886 0.5018 0.8323 -0.7824 0.00
H -2.586277 1.952133 2.348196 0.5525 -0.5009 0.1984 0.00
H -4.004095 1.944944 3.295255 -0.0591 -0.3273 0.4788 0.00
H -4.075134 1.565511 1.654224 -0.2150 -0.3548 -0.3171 0.00
H -2.848057 -0.571351 1.974758 0.5106 -0.1754 0.1870 0.00
H -2.774457 -0.250853 3.739905 0.0243 -0.3288 -0.0104 0.00
H -5.216631 -0.669590 1.918760 0.0118 -0.3609 -0.2818 0.00
H -5.415714 -0.371447 3.576071 0.1350 0.1782 0.3371 0.00
H -5.677193 -2.764493 3.095323 -0.2184 -0.0779 0.4765 0.00
H -4.113862 -2.932503 2.482898 0.2368 0.2316 -0.3619 0.00
H -3.957758 -3.809824 4.730337 -0.1879 -0.3384 -0.6793 0.00
H -2.963225 -2.463616 4.544460 0.0929 0.4028 -0.0407 0.00
H -5.666617 -2.682066 5.929304 0.1409 -0.0798 0.5549 0.00
H -3.958118 -2.512761 6.663040 -0.5769 -0.4136 0.3594 0.00
H -4.735440 -1.174317 5.924582 -0.2201 0.1535 -0.1337 0.00
C 3.121761 -1.413671 -0.067738 -0.3173 0.4191 -0.2713 0.00
C 2.252137 -0.158243 -0.138595 0.1188 -0.5022 -0.3844 0.01
C 0.803089 -0.432972 -0.550688 0.2268 1.1066 0.3401 0.00
C 0.073868 0.867692 -0.939446 -0.0115 0.4343 1.0108 0.00
C -1.409144 0.954765 -0.657436 -0.9276 -1.2774 -0.4050 0.00
C -2.154736 2.171535 -1.164963 1.1388 0.4146 -0.0299 0.00
H 3.164231 -1.942310 -1.020018 -0.1921 -0.1422 -0.1428 0.00
H 2.654619 -2.055953 0.678819 0.4616 -0.3238 0.0671 0.00
H 4.149569 -1.136851 0.166971 -0.0651 -0.1851 0.4476 0.00
H 2.278723 0.254343 0.869947 -0.1034 0.4998 -0.2347 0.00
H 2.676897 0.526753 -0.872386 0.2635 0.4517 0.1573 0.00
H 0.314580 -0.767574 0.364463 -0.3457 -0.9022 -0.3654 0.00
H 0.848821 -1.124384 -1.392098 -0.6073 -0.4824 0.3363 -0.01
H 0.430882 1.617033 -0.232966 0.8921 0.5807 -0.5440 0.00
H 0.233860 1.123035 -1.986971 0.3452 0.3193 -0.0597 -0.01
H -1.836940 0.045486 -1.079718 -0.5048 -0.1752 0.0221 0.00
H -1.625864 0.951187 0.410792 0.3319 -0.4523 0.2080 0.00
H -1.718833 3.030461 -0.654725 -0.4251 0.1852 0.4387 0.00
H -1.930342 2.422583 -2.201656 -0.3931 -0.3815 -0.3582 0.00
H -3.222019 2.077325 -0.964641 0.1016 0.2879 -0.1582 0.00
C 1.929427 5.346272 0.132637 1.4278 0.8658 -0.2584 0.00
O 3.203367 5.092954 -0.523397 -0.9988 0.4424 1.0545 0.00
C 3.084091 4.417380 -1.715514 1.1048 -1.1583 -0.7508 0.00
C 4.520300 4.023712 -2.147503 -0.0769 -0.9321 0.2507 0.00
O 4.463703 2.962533 -3.141083 0.1376 0.6911 0.4081 0.00
C 5.727832 2.487186 -3.632176 -0.6264 -0.2488 0.2110 0.00
C 6.479652 1.440599 -2.749546 -1.0689 1.3751 -0.6544 0.00
O 5.708948 0.255208 -2.685779 -0.9804 1.1537 -1.0070 0.00
C 6.382227 -0.740479 -2.017534 1.2120 -0.7165 0.6649 0.00
H 1.443663 4.469355 0.560595 0.1807 -0.2723 -0.1398 0.00
H 1.259982 5.883567 -0.539119 -0.1193 -0.1062 -0.1611 0.00
H 2.229676 6.043585 0.914758 -0.3811 -0.1666 0.2060 0.00
H 2.572577 4.987556 -2.490981 -0.0937 0.2643 -0.1563 0.00
H 2.539865 3.485256 -1.563590 -0.2817 -0.3516 -0.0605 0.00
H 5.046364 3.616049 -1.284271 -0.1934 0.0200 0.3531 0.00
H 5.122018 4.884292 -2.439806 -0.1503 0.0978 -0.6132 0.00
H 6.344755 3.333962 -3.932971 0.3751 0.0622 0.4312 0.00
H 5.432299 2.043193 -4.582770 0.2574 -0.4608 -0.0739 0.00
H 6.660218 1.843366 -1.752907 -0.0977 0.0044 0.2740 0.00
H 7.463454 1.304011 -3.198516 0.1171 -0.4075 -0.1947 0.00
H 5.827406 -1.677957 -1.979789 -0.2427 0.2046 -0.1301 0.00
H 6.614324 -0.420478 -1.001743 0.0125 -0.1356 0.2972 0.00
H 7.326925 -0.907986 -2.534822 0.2830 -0.3766 0.0708 0.00
C -10.665506 -0.928807 -4.115875 -0.5219 -0.5889 -0.1048 0.00
O -9.325320 -0.987338 -3.737315 1.3748 0.2390 0.6826 0.00
C -9.012555 -0.880446 -2.332260 -0.4137 0.4011 -0.9698 0.00
C -7.512955 -0.964189 -2.068577 1.0181 -0.3426 0.1228 0.00
O -6.767366 0.108869 -2.600873 -0.6450 1.4011 -0.3717 0.00
C -5.404155 0.275901 -2.245359 -0.3151 0.3987 -1.6487 0.00
C -4.795379 1.307468 -3.280251 -0.1474 -0.5017 0.5563 0.00
O -5.303594 2.603179 -3.095701 -1.2319 0.2178 1.1659 0.00
C -4.965945 3.526669 -4.089603 0.7631 -0.8147 -1.1157 0.00
H -10.752216 -1.435012 -5.077304 0.1423 0.0480 -0.0797 0.00
H -11.089321 0.066569 -4.248904 0.2555 0.3350 0.2708 0.00
H -11.304365 -1.493624 -3.436941 -0.1375 -0.0115 0.3019 0.00
H -9.576346 -1.655238 -1.812700 0.3510 -0.4190 0.2521 0.00
H -9.393293 0.050545 -1.912269 0.0559 0.3982 -0.1539 0.00
H -7.043452 -1.866101 -2.461285 -0.3994 -0.5463 -0.2660 0.00
H -7.317385 -1.006656 -0.997101 -0.4455 -0.0020 0.4447 0.00
H -4.929836 -0.690538 -2.415968 0.5798 -0.1127 0.0796 0.00
H -5.250917 0.575709 -1.208667 -0.1451 0.1824 0.1778 0.00
H -4.966968 0.913737 -4.282070 -0.5650 0.0287 -0.2262 0.00
H -3.709380 1.383652 -3.226396 0.3566 -0.3798 0.4512 0.00
H -5.440605 3.262131 -5.034492 -0.1092 -0.1987 -0.2589 0.00
H -3.890064 3.432779 -4.237143 0.3474 0.4863 -0.2604 0.00
H -5.234168 4.572445 -3.939607 -0.1335 -0.2773 0.9377 0.00
C 0.837476 -4.148041 -1.777934 0.3246 0.0681 -0.2922 0.00
O -0.346394 -3.582809 -2.329159 -0.1797 0.5944 -1.1639 0.01
C -0.290778 -3.219606 -3.730295 0.8761 0.0538 1.1781 0.03
C 0.696360 -2.076966 -4.116218 1.4796 -1.2537 -0.3096 0.04
O 2.091320 -2.517768 -3.989609 -0.2223 0.5467 0.4734 0.17
C 3.058619 -1.711479 -4.643265 -0.9165 -0.3933 -0.9280 0.01
C 3.032078 -0.269918 -4.244385 -0.7252 0.3301 0.7454 0.05
O 1.890286 0.428563 -4.762733 0.3349 -0.3833 0.1298 0.53
C 1.778039 1.817567 -4.411081 0.7539 -0.5019 0.4723 0.03
H 1.147533 -5.036064 -2.328735 0.1497 0.0097 -0.2841 0.00
H 0.701635 -4.485050 -0.750283 -0.6891 0.3128 -0.0617 0.00
H 1.629546 -3.399339 -1.764660 0.1673 -0.1826 -0.0648 -0.01
H -1.286965 -2.899906 -4.036087 -0.0310 0.0945 0.2967 0.00
H -0.037729 -4.080032 -4.349768 0.1727 -0.2040 0.0211 0.00
H 0.632126 -1.195403 -3.478384 -0.4904 0.3756 0.1213 0.00
H 0.594871 -1.832007 -5.173476 -0.5524 0.2316 0.0079 -0.01
H 2.880850 -1.733794 -5.718436 0.0186 -0.2200 -0.3479 0.01
H 4.061022 -2.091032 -4.445164 -0.1897 -0.1940 0.1771 0.00
H 3.938553 0.221954 -4.597196 0.2980 0.1439 -0.3382 0.04
H 3.113783 -0.182889 -3.160938 -0.3298 0.5712 0.3740 0.02
H 0.763464 2.210221 -4.478582 -0.0482 -0.4600 -0.0246 0.02
H 2.413986 2.296946 -5.155299 0.0701 0.3273 -0.2798 0.06
H 2.297346 1.951499 -3.462147 -0.2535 0.3127 0.1569 -0.02
C -2.552863 -2.751523 -0.200312 -0.8453 -0.3291 0.3602 0.00
O -3.568442 -3.740101 0.034123 -0.5602 0.5746 -0.7997 0.00
C -4.866604 -3.274356 -0.522154 2.0589 -0.2714 1.6044 0.00
C -5.930615 -4.347012 -0.420897 -0.9674 -0.2673 0.5537 0.00
O -6.251148 -4.838082 0.912846 0.6859 0.3821 -1.2106 0.00
C -5.366621 -5.780072 1.517450 -1.1621 -0.7135 -0.2409 0.00
C -6.121537 -6.504117 2.639076 -0.1164 0.8720 -0.1237 0.00
O -7.156113 -7.388428 2.130205 0.6667 0.3277 0.8914 0.00
C -8.116392 -7.860073 3.087166 -0.1911 0.1238 0.1709 0.00
H -2.869362 -1.776669 0.170608 -0.2296 0.2190 0.1068 0.00
H -2.334431 -2.643917 -1.262761 0.1442 -0.1695 -0.0575 0.00
H -1.659722 -3.013668 0.366863 -0.0175 -0.2817 -0.2067 0.00
H -4.639469 -2.874228 -1.510289 -0.4986 -0.4132 -0.4528 0.00
H -5.109980 -2.410839 0.096878 -0.4603 0.1342 0.1236 0.00
H -5.842532 -5.146801 -1.156208 0.7162 -0.4137 0.2739 0.00
H -6.877635 -3.907464 -0.734031 -0.0339 0.4315 0.0564 0.00
H -4.464864 -5.266014 1.850124 0.0208 -0.2199 0.3274 0.00
H -5.099575 -6.622904 0.879947 0.2421 0.3048 -0.8330 0.00
H -6.504937 -5.719068 3.290848 -0.5940 -0.1068 0.2033 0.00
H -5.310701 -6.976900 3.193249 -0.2698 -0.8107 0.2373 0.00
H -7.735973 -8.248228 4.032001 0.7725 0.0554 -0.0484 0.00
H -8.715296 -8.679348 2.689417 0.4037 0.0122 -0.6141 0.00
H -8.861689 -7.122572 3.385056 0.1566 0.6080 -0.2295 0.00
C 1.387839 -0.177180 4.033789 -0.9341 0.9724 0.0420 0.00
O 1.403638 1.251695 3.871963 0.8754 -0.4499 0.1858 0.00
C 0.255524 1.906810 3.375349 -0.1184 0.1465 0.6177 0.00
C 0.292680 3.309885 3.932083 0.8183 1.2442 0.5509 0.00
O -0.536223 4.181457 3.197668 -0.4892 -0.6106 -0.8901 0.00
C -0.534492 5.550031 3.484842 -1.6699 0.3359 1.3458 0.00
C -1.422422 5.865208 4.761140 0.9126 0.2564 -0.6898 0.00
O -0.847635 5.311358 5.906107 0.2514 -0.3538 2.0039 0.00
C -1.486075 5.696677 7.162906 -0.1010 -0.4360 -0.8214 0.00
H 0.600160 -0.450435 4.735922 -0.2876 -0.1016 -0.0356 0.00
H 2.312489 -0.519413 4.498551 0.1523 0.3309 -0.3761 0.00
H 1.194768 -0.659080 3.075359 0.1588 -0.2455 -0.0788 0.00
H -0.655965 1.470396 3.783809 -0.1724 -0.4986 -0.4020 0.00
H 0.241218 1.975701 2.287624 -0.0919 -0.3639 -0.2875 0.00
H 1.285582 3.751741 3.848253 0.5491 -0.4268 0.1668 0.00
H 0.025456 3.310761 4.988814 -0.0313 -0.0610 0.0268 0.00
H -1.003232 6.004871 2.612199 -0.2931 0.1332 0.0954 0.00
H 0.422212 6.065566 3.568858 0.5653 -0.5647 0.2961 0.00
H -2.426911 5.458343 4.644629 -0.2281 0.1668 -0.3355 0.00
H -1.420724 6.940943 4.936906 -0.4591 0.3961 -0.5119 0.00
H -2.531508 5.391406 7.207618 -0.2057 -0.1814 -0.3996 0.00
H -1.495209 6.770404 7.350330 0.3951 0.1873 -0.2847 0.00
H -1.015890 5.187427 8.004142 0.4257 0.0249 -0.3819 0.00
C 11.645622 0.910866 1.896570 -0.8919 0.8833 1.8609 0.00
O 10.416721 1.478537 2.456821 -0.2132 -0.3528 -0.2113 0.00
C 10.133607 0.964762 3.771359 -1.6189 -0.2744 -0.4024 0.00
C 8.675562 1.332398 4.323459 -0.2939 1.1989 -1.3150 0.00
O 7.483524 0.736286 3.732554 1.5403 -0.8142 0.0039 0.00
C 6.229208 1.287067 4.102765 0.2060 -0.6204 -1.5106 0.00
C 5.146879 0.462319 3.321288 0.9301 -1.2799 2.6350 0.00
O 5.220619 0.609095 1.956367 -0.7425 0.9450 -0.0485 0.00
C 4.528759 1.762183 1.525490 0.5690 -0.1503 -1.6740 0.00
H 12.394422 1.197577 2.634936 0.5616 -0.5476 -0.0410 0.00
H 11.957714 1.402533 0.975183 -0.7075 -0.1200 -0.0981 0.00
H 11.521392 -0.169857 1.827908 0.2901 -0.0013 -0.2545 0.00
H 10.846486 1.373022 4.487744 0.0056 0.1786 0.1888 0.00
H 10.246675 -0.119277 3.784735 0.0310 -0.2319 -0.0880 0.00
H 8.542256 2.392950 4.109967 0.3448 0.4194 0.1061 0.00
H 8.632516 1.251996 5.409631 0.2734 -0.4508 0.1278 0.00
H 6.112018 2.282808 3.675143 0.3078 0.5423 0.2812 0.00
H 6.148221 1.338928 5.188514 -0.4922 -0.2057 0.0796 0.00
H 4.177155 0.625583 3.791489 -0.4230 0.7256 -0.4412 0.00
H 5.267279 -0.610122 3.474482 0.5807 -0.1028 0.3392 0.00
H 3.441447 1.694454 1.561121 -0.0126 -0.1476 0.4827 0.00
H 4.814847 1.738735 0.473964 -0.3001 0.6960 -0.3087 0.00
H 4.857696 2.707026 1.958126 0.1385 -0.0910 0.2478 0.00
O 1.673208 -8.890167 -0.374395 0.8956 0.4968 -0.1375 0.00
C 2.685655 -8.599087 -0.973758 -1.3398 -1.1352 -0.1389 0.00
O 3.232482 -7.364774 -0.955852 1.4310 -0.2125 -0.0643 0.00
C 2.892553 -6.463352 0.091838 -1.6878 1.3292 0.4148 0.00
C 3.786494 -5.224062 0.171801 0.7201 -0.6212 -0.3575 0.00
C 3.464351 -9.612595 -1.836402 -0.1075 0.2662 0.6614 0.00
H 2.873246 -6.910234 1.085827 0.0914 -0.5654 -0.2413 0.00
H 1.872846 -6.133650 -0.107113 -0.1732 -0.1429 0.1429 0.00
H 3.459787 -4.417191 0.827782 -0.5925 -0.4906 0.3235 0.00
H 3.923281 -4.710582 -0.779896 0.2068 -0.3796 -0.2472 0.00
H 4.730330 -5.579472 0.585274 0.3658 0.3825 -0.3313 0.00
H 3.067156 -10.627623 -1.828764 -0.6569 0.3525 0.3683 0.00
H 4.418928 -9.715201 -1.320308 0.4329 0.2665 -0.6031 0.00
H 3.521435 -9.341314 -2.890565 0.4547 0.4129 0.2331 0.00
O -1.181920 4.459654 -4.143830 1.6547 0.9289 0.7945 0.00
C -0.767215 5.246072 -3.285957 -2.1857 -0.9927 -1.8594 0.00
O 0.194293 6.146578 -3.453687 -0.4941 0.2551 1.0713 0.00
C 0.850752 6.252907 -4.695733 1.1024 0.1664 -0.2268 0.00
C 1.885852 7.379484 -4.556225 -0.2539 -0.1267 0.1256 0.00
C -1.501980 5.417781 -2.006232 0.0664 0.2682 0.0776 0.00
H 0.147507 6.482645 -5.496213 -0.0692 -0.2817 0.0322 0.00
H 1.308581 5.272519 -4.827424 0.2126 0.0740 -0.6722 0.00
H 1.395434 8.352451 -4.525631 -0.1008 -0.0411 -0.1423 0.00
H 2.608070 7.384187 -5.372604 -0.1460 -0.0912 -0.0738 0.00
H 2.438714 7.310411 -3.619373 0.0279 -0.2792 0.0104 0.00
H -1.747184 6.478163 -1.946530 0.2334 0.0403 0.4820 0.00
H -0.839404 5.083229 -1.208005 -0.3279 0.2661 0.3466 0.00
H -2.445136 4.871910 -2.030286 0.3564 -0.1831 0.0360 0.00